{
  "formula": "C2H7NS",
  "method": "ωB97M-V/def2-TZVPD",
  "charge": 0,
  "relative_energy_kcal_mol": 64.5,
  "e_lumo_ev": 0.597,
  "orbital_gap_ev": 9.556,
  "smiles": "C=NC.S",
  "e_homo_ev": -8.96,
  "elements": ["S", "H", "C", "C", "N", "H", "H", "H", "H", "H", "H"],
  "xyz": [[-1.6753, -0.3181, 1.0208], [-2.9489, -0.7420, 1.3921], [1.5204, -0.6298, -1.5019], [1.3034, 1.2661, -0.0607], [0.7310, 0.2233, -0.5956], [1.1805, -0.2703, -2.5228], [1.2070, -1.6826, -1.4811], [2.6360, -0.4313, -1.4594], [2.2648, 1.6835, -0.4906], [0.7058, 2.0471, 0.5896], [-0.2998, -0.8968, 1.1831]]
}

---

{
  "formula": "C2H7NS",
  "method": "ωB97M-V/def2-TZVPD",
  "charge": 0,
  "relative_energy_kcal_mol": 65.0,
  "e_lumo_ev": 0.248,
  "orbital_gap_ev": 8.731,
  "e_homo_ev": -8.48,
  "elements": ["C", "C", "N", "H", "H", "H", "H", "H", "H", "S", "H"],
  "xyz": [[0.6405, 0.1898, -0.7353], [0.0648, -0.9339, -1.2319], [1.3656, 0.2471, 0.4345], [0.6364, 1.1365, -1.2899], [-0.1866, -1.0603, -2.2767], [-0.0080, -1.8183, -0.6041], [-0.9183, 0.1423, -0.0386], [1.1088, -0.4939, 1.0630], [1.1656, 1.1031, 0.9429], [-1.2780, 0.7072, 1.9359], [-2.5907, 0.7805, 1.8002]]
}

---

{
  "formula": "C2H7NS",
  "method": "ωB97M-V/def2-TZVPD",
  "charge": 0,
  "relative_energy_kcal_mol": 30.1,
  "e_lumo_ev": 0.948,
  "orbital_gap_ev": 10.264,
  "smiles": "C=NC.S",
  "e_homo_ev": -9.32,
  "elements": ["S", "H", "C", "C", "N", "H", "H", "H", "H", "H", "H"],
  "xyz": [[-5.2927, -1.3593, -0.2884], [-5.4316, -2.5746, -0.8992], [1.2066, 0.7831, 0.8986], [3.1277, 0.4553, -0.4868], [2.0834, 1.0941, -0.2028], [0.3555, 1.4319, 0.7165], [1.7811, 0.8290, 1.8390], [0.9575, -0.2766, 0.9232], [3.4558, -0.3561, 0.1797], [3.6835, 0.7251, -1.3749], [-5.9267, -0.7518, -1.3048]]
}

---

{
  "formula": "C2H7NS",
  "method": "ωB97M-V/def2-TZVPD",
  "charge": 1,
  "relative_energy_kcal_mol": 42.7,
  "spin_multiplicity": 2,
  "e_lumo_ev": [-5.890, -8.740],
  "orbital_gap_ev": [5.955, 3.105],
  "e_homo_ev": [-11.84, -11.84],
  "s_squared": 0.76,
  "elements": ["S", "H", "C", "C", "N", "H", "H", "H", "H", "H", "H"],
  "xyz": [[3.7451, -0.9047, -0.0634], [3.6464, 0.0601, -0.9856], [-2.4140, -0.3436, 0.6601], [-3.5144, 1.6783, -0.1797], [-2.6580, 0.7880, -0.2736], [-1.4655, -0.8051, 0.4256], [-3.2642, -1.0032, 0.5217], [-2.5119, 0.0983, 1.6573], [-3.7663, 2.0557, 0.8186], [-3.9994, 2.1051, -1.0564], [4.4131, -1.8118, -0.7848]]
}

---

{
  "formula": "C2H7NS2",
  "method": "ωB97M-V/def2-TZVPD",
  "charge": 0,
  "relative_energy_kcal_mol": 48.8,
  "e_lumo_ev": 0.021,
  "orbital_gap_ev": 9.394,
  "smiles": "C=NC.SS",
  "e_homo_ev": -9.37,
  "elements": ["S", "S", "H", "H", "C", "C", "N", "H", "H", "H", "H", "H"],
  "xyz": [[0.5206, -0.5163, -2.9616], [2.2482, 0.7701, -2.7732], [-0.6782, 0.2569, -2.7293], [2.2900, 0.2472, -1.4886], [-0.1614, -0.9557, 1.6584], [-0.9346, 1.0351, 0.6820], [0.1358, 0.3573, 0.9042], [-0.0953, -0.9010, 2.8001], [-1.1540, -1.3382, 1.2347], [0.6354, -1.7353, 1.2720], [-0.9072, 2.0762, 0.1795], [-1.8991, 0.7036, 1.2219]]
}

---

{
  "formula": "C2H7NS2",
  "method": "ωB97M-V/def2-TZVPD",
  "charge": 0,
  "relative_energy_kcal_mol": 5.7,
  "e_lumo_ev": 0.586,
  "orbital_gap_ev": 9.452,
  "smiles": "NCCSS",
  "e_homo_ev": -8.87,
  "elements": ["N", "C", "C", "S", "S", "H", "H", "H", "H", "H", "H", "H"],
  "xyz": [[-1.3100, 2.4544, -1.0971], [-0.7891, 1.4419, -0.1066], [-0.7126, 0.1009, -0.8386], [-0.1583, -1.3329, 0.0659], [1.6163, -0.7826, 0.8707], [-0.9107, 3.3355, -0.8107], [-2.3130, 2.5456, -0.9424], [-1.5704, 1.4329, 0.6508], [0.1511, 1.7823, 0.3161], [0.0128, 0.2469, -1.6421], [-1.7476, -0.0871, -1.1242], [1.1846, 0.0212, 1.8513]]
}

---

{
  "formula": "C2H7NS2",
  "method": "ωB97M-V/def2-TZVPD",
  "charge": 0,
  "relative_energy_kcal_mol": 21.7,
  "e_lumo_ev": 0.523,
  "orbital_gap_ev": 9.256,
  "smiles": "C=N.CSS",
  "e_homo_ev": -8.73,
  "elements": ["C", "N", "H", "H", "H", "C", "S", "S", "H", "H", "H", "H"],
  "xyz": [[-2.7426, -0.6609, -0.3130], [-2.6156, 0.3840, 0.3791], [-2.5844, -0.5675, -1.3842], [-3.0510, -1.6281, 0.0727], [-2.9720, 0.2736, 1.3263], [0.7573, 1.4418, -1.0542], [1.0062, -0.3327, -0.8100], [1.2419, -0.2854, 1.2759], [1.5629, 1.9925, -0.5763], [0.8057, 1.6488, -2.1238], [-0.2202, 1.7696, -0.6996], [0.1034, -0.9581, 1.4946]]
}

---

{
  "formula": "C2H7NS4",
  "method": "ωB97M-V/def2-TZVPD",
  "charge": 0,
  "relative_energy_kcal_mol": 43.2,
  "e_lumo_ev": -0.486,
  "orbital_gap_ev": 7.290,
  "e_homo_ev": -7.78,
  "elements": ["C", "C", "N", "S", "S", "S", "S", "H", "H", "H", "H", "H", "H", "H"],
  "xyz": [[1.0658, 1.3694, -0.2964], [1.4498, -0.0987, -0.2045], [-1.6853, -0.8042, 1.0450], [1.2962, -1.1114, -1.4664], [2.1553, -0.6415, 1.3053], [-1.4690, -2.2230, 0.3052], [-2.0560, 0.6401, 0.1808], [0.8025, 1.5975, -1.4274], [0.1850, 1.4491, 0.2513], [1.9676, 1.8860, 0.0561], [-0.5336, -1.8960, -0.6515], [2.8047, -1.7733, 0.7132], [-2.6061, -2.6148, -0.4245], [-2.7670, 1.2621, 1.2947]]
}

---

{
  "formula": "C2H7NSi",
  "method": "ωB97M-V/def2-TZVPD",
  "charge": 0,
  "relative_energy_kcal_mol": 38.0,
  "e_lumo_ev": 0.639,
  "orbital_gap_ev": 8.766,
  "e_homo_ev": -8.13,
  "elements": ["C", "C", "N", "Si", "H", "H", "H", "H", "H", "H", "H"],
  "xyz": [[2.0722, -0.8573, 1.0063], [-0.9380, 0.9469, -0.3679], [1.0868, -1.6049, 1.0616], [-0.6958, -0.9251, -0.4499], [2.9434, -1.0725, 1.6324], [2.2003, 0.0431, 0.3879], [-1.2475, 1.3454, -1.3320], [-1.7018, 1.2131, 0.3610], [-0.0200, 1.4549, -0.0822], [-1.7644, -1.7224, 0.1270], [-0.1755, -1.3784, -1.7342]]
}

---

{
  "formula": "C2H7O2",
  "method": "ωB97M-V/def2-TZVPD",
  "charge": -1,
  "relative_energy_kcal_mol": 6.1,
  "e_lumo_ev": 4.633,
  "orbital_gap_ev": 7.412,
  "e_homo_ev": -2.78,
  "elements": ["O", "H", "C", "O", "C", "H", "H", "H", "H", "H", "H"],
  "xyz": [[1.7228, 1.6633, 1.7351], [0.9645, 1.3773, 2.2537], [0.2495, -0.7495, -0.6840], [1.1145, 0.1936, -0.3263], [-1.2630, -0.2882, -0.5713], [0.2792, -1.1694, -1.7123], [0.2681, -1.6452, -0.0010], [1.5985, 1.2423, 0.8658], [-1.4823, -0.0725, 0.4788], [-1.5160, 0.5655, -1.1969], [-1.9358, -1.1172, -0.8414]]
}